{"formula": "C4H12", "method": "ωB97M-V/def2-TZVPD", "symbols": ["C", "C", "H", "H", "H", "H", "H", "H", "C", "C", "H", "H", "H", "H", "H", "H"], "xyz": [[-0.027, 1.691, 1.900], [-0.339, 2.118, 0.483], [0.629, 2.395, 2.423], [-0.909, 1.573, 2.521], [0.595, 0.791, 1.943], [-1.304, 2.638, 0.423], [0.345, 2.908, 0.153], [-0.376, 1.409, -0.338], [-0.218, -1.479, -1.708], [0.563, -2.392, -0.693], [-1.223, -1.410, -1.284], [0.210, -0.489, -1.781], [-0.286, -2.007, -2.651], [1.366, -1.827, -0.214], [-0.032, -2.754, 0.136], [1.006, -3.164, -1.315]], "forces_ev_per_angstrom": [[0.91, -0.48, 0.37], [-0.43, 1.66, -0.65], [-0.33, 0.36, -0.21], [-0.07, -0.26, -0.03], [-0.44, -0.24, -0.10], [-0.02, -0.19, 0.21], [0.20, -0.25, 0.02], [0.18, -0.63, 0.40], [-0.43, -1.08, 1.74], [0.45, 1.18, -0.89], [-0.08, 0.41, -0.46], [0.08, 0.12, -0.30], [0.01, 0.34, -0.32], [0.14, -0.07, -0.16], [-0.30, -0.40, -0.24], [0.14, -0.49, 0.62]], "orbital_gap_ha": 0.47008, "smiles": "CC.CC", "lumo_energy_ev": 1.154, "de_lowest_kj_mol": 46.1, "homo_ev": -11.637}

***

{"formula": "C4H12", "method": "ωB97M-V/def2-TZVPD", "symbols": ["C", "C", "H", "H", "H", "H", "H", "H", "C", "C", "H", "H", "H", "H", "H", "H"], "xyz": [[1.811, 1.596, 0.198], [1.379, 1.625, -1.264], [2.829, 1.193, 0.195], [1.978, 2.610, 0.574], [1.188, 1.107, 0.944], [2.207, 2.135, -1.755], [1.204, 0.649, -1.724], [0.433, 2.126, -1.490], [-1.154, -1.305, 0.063], [-2.116, -1.954, 1.052], [-0.226, -1.852, -0.117], [-1.606, -1.239, -0.931], [-0.848, -0.305, 0.367], [-2.921, -1.268, 1.301], [-2.564, -2.853, 0.631], [-1.593, -2.263, 1.956]], "forces_ev_per_angstrom": [[0.62, 0.48, 0.06], [-0.45, -0.02, 0.00], [-0.22, -0.43, 0.36], [-0.29, 0.08, -0.15], [-0.10, -0.32, -0.30], [-0.30, -0.04, -0.57], [0.53, -0.19, 0.24], [0.21, 0.44, 0.36], [0.14, 0.02, -0.58], [0.37, -0.17, -0.16], [-0.08, -0.25, 0.33], [-0.11, 0.23, 0.12], [-0.14, 0.06, 0.04], [-0.04, 0.00, 0.14], [-0.03, -0.03, -0.05], [-0.11, 0.15, 0.14]], "orbital_gap_ha": 0.46890, "smiles": "CC.CC", "lumo_energy_ev": 1.144, "de_lowest_kj_mol": 20.1, "homo_ev": -11.615}

***

{"formula": "C4H12", "method": "ωB97M-V/def2-TZVPD", "symbols": ["C", "C", "H", "H", "H", "H", "H", "H", "C", "C", "H", "H", "H", "H", "H", "H"], "xyz": [[-1.430, 1.038, -1.758], [-1.276, -0.437, -2.351], [-0.394, 1.163, -1.416], [-1.817, 1.583, -2.543], [-2.226, 1.044, -0.876], [-2.086, -0.637, -2.989], [-1.303, -1.240, -1.629], [-0.384, -0.633, -2.882], [1.244, 0.350, 1.567], [1.445, -0.839, 2.531], [0.876, -0.011, 0.692], [0.691, 1.129, 2.088], [2.317, 0.728, 1.486], [2.292, -1.561, 2.200], [0.708, -1.672, 2.347], [1.422, -0.572, 3.591]], "forces_ev_per_angstrom": [[-0.07, -4.12, 2.67], [-0.97, 0.75, 1.50], [-0.63, 1.35, 0.10], [-0.19, 1.89, -1.40], [1.91, 0.01, -1.75], [-1.09, -0.32, -1.06], [-0.08, 0.03, 0.71], [1.12, 0.42, -0.77], [3.60, 0.42, 3.85], [-0.23, -2.96, -1.29], [-1.17, -0.39, -2.69], [-0.39, -0.02, -0.53], [-1.50, 0.03, -0.59], [-0.36, 1.92, 0.96], [-0.39, 1.24, 0.56], [0.43, -0.24, -0.28]], "orbital_gap_ha": 0.44344, "smiles": "CC.CC", "lumo_energy_ev": 1.066, "de_lowest_kj_mol": 128.6, "homo_ev": -11.000}